A) Entry from the Open Molecules 2025 dataset: 14 unconnected molecules or ions with the total composition C28H84N4O14 (wB97M-V/def2-TZVPD).

For the HOMO energy, the calculation gives -8.155 eV. As for the net charge: 0. The LUMO energy comes out at -0.3 eV.

Atoms and positions in Å:
C1 -1.39718 -4.67682 1.92848
O1 -2.77590 -4.23592 1.92816
H1 -1.21023 -5.71306 1.47827
H2 -0.96149 -4.67729 2.95172
H3 -0.75242 -4.03041 1.27756
H4 -2.76870 -3.72775 1.07684
C2 -2.34128 3.09290 0.97306
O2 -2.78867 2.49725 2.17486
H5 -1.38795 3.57167 1.16966
H6 -3.10651 3.77586 0.76816
H7 -2.18633 2.40032 0.20432
H8 -3.16613 3.20877 2.70696
C3 1.48525 -3.25977 3.53008
O3 1.24802 -4.02558 4.68657
H9 2.38867 -3.45736 2.94699
H10 1.77523 -2.32940 3.81167
H11 0.59326 -3.14854 2.93725
H12 2.03748 -3.85749 5.21916
C4 -1.59361 1.35533 -3.00801
O4 -1.92879 1.33303 -4.35109
H13 -2.52358 1.38964 -2.42285
H14 -1.03168 2.23524 -2.72474
H15 -1.05728 0.43411 -2.75780
H16 -2.36765 2.18498 -4.64410
C5 1.51350 1.27053 -4.60663
O5 1.84034 0.46726 -3.46834
H17 2.44032 1.43886 -5.03849
H18 1.01673 2.21873 -4.35687
H19 0.95576 0.62348 -5.31678
H20 2.70764 0.66439 -3.23989
C6 0.60087 -2.81855 -3.57909
O6 0.03538 -4.02989 -3.22101
N1 1.54700 -2.78196 -4.47653
N2 0.07550 -1.63711 -3.37783
H21 2.16078 -3.62448 -4.57072
H22 1.96753 -1.94781 -4.82708
H23 -0.86374 -1.81015 -2.90770
H24 0.62100 -0.75790 -3.35213
C7 -2.82826 -2.21056 -1.57453
O7 -2.67107 -2.80023 -0.33057
N3 -2.41021 -2.71327 -2.71940
N4 -3.51739 -1.16282 -1.78083
H25 -1.78076 -3.50698 -2.74905
H26 -2.75937 -2.36517 -3.64590
H27 -3.73566 -0.55863 -0.94479
H28 -3.80982 -0.86699 -2.73577
C8 2.01072 -3.77251 -0.53058
C9 3.24995 -2.94388 -0.45665
C10 3.59657 -2.16932 -1.73057
O8 3.11293 -2.04695 0.41272
H29 2.21392 -4.55543 -1.24666
H30 1.12276 -3.31091 -0.86050
H31 1.86047 -4.28947 0.48249
H32 4.10705 -3.52171 -0.08939
H33 4.55700 -1.71695 -1.60687
H34 2.83588 -1.40541 -1.96191
H35 3.74317 -2.80200 -2.64088
H36 3.96134 -1.71415 0.73659
C11 2.55564 3.29303 -1.65027
C12 1.27135 4.10348 -1.90948
C13 0.18868 3.99125 -0.87857
O9 1.46115 5.30819 -1.96957
H37 2.80585 3.45239 -0.58532
H38 3.34860 3.68540 -2.27795
H39 2.57531 2.19815 -1.84429
H40 0.89687 3.98086 -2.90950
H41 0.36277 4.45583 0.08540
H42 0.01241 2.92561 -0.74795
H43 -0.78571 4.36168 -1.28885
H44 2.05884 5.44591 -2.71643
C14 5.40239 0.69079 -0.18263
C15 6.46838 1.72299 -0.29318
C16 5.84218 3.09662 0.18659
O10 7.53198 1.52157 0.38252
H45 5.90535 -0.20388 -0.51114
H46 4.52175 0.81237 -0.88213
H47 5.01183 0.44493 0.82423
H48 6.67120 1.75653 -1.33687
H49 5.29104 2.92980 1.11825
H50 5.11154 3.53639 -0.48641
H51 6.53910 3.90876 0.38762
H52 8.26538 2.02662 0.05456
C17 -2.25526 -1.59376 3.69448
C18 -3.70015 -1.95843 3.68753
C19 -4.33671 -1.42522 2.41982
O11 -4.10951 -3.15843 3.91611
H53 -2.07538 -0.52343 3.37804
H54 -1.57558 -2.23782 3.15780
H55 -1.88712 -1.44136 4.71789
H56 -4.09139 -1.39623 4.57831
H57 -4.13203 -2.03232 1.50414
H58 -3.96797 -0.42376 2.14330
H59 -5.37947 -1.18083 2.55424
H60 -4.51714 -3.06196 4.83760
C20 -1.31024 -0.15200 0.52726
C21 0.02609 -0.76746 0.10956
C22 0.87861 0.38972 -0.34018
O12 0.51929 -1.42640 1.08892
H61 -1.16995 0.66819 1.24590
H62 -1.97065 -0.83882 1.00242
H63 -1.95534 0.30662 -0.23579
H64 -0.06428 -1.49725 -0.72633
H65 1.89558 0.13371 -0.61772
H66 0.92709 0.99657 0.55159
H67 0.43226 0.96197 -1.08488
H68 1.44330 -1.61341 0.85828
C23 2.88170 1.86932 2.54596
C24 1.63867 1.49605 3.37806
C25 0.47482 2.41494 3.13536
O13 1.29781 0.28083 3.27823
H69 2.61971 2.01551 1.52231
H70 3.55268 1.00268 2.47066
H71 3.41805 2.66251 3.01019
H72 1.97373 1.60775 4.45659
H73 0.78043 3.45454 3.37043
H74 -0.44063 2.07377 3.56926
H75 0.26242 2.40992 2.04876
H76 0.76773 0.13988 2.50374
C26 -6.51199 0.23896 -0.26962
C27 -5.58537 1.35302 -0.18361
C28 -5.79223 2.13741 1.08188
O14 -4.37034 1.00001 -0.29018
H77 -6.42918 -0.25379 -1.21658
H78 -7.55246 0.59737 -0.11955
H79 -6.28046 -0.47216 0.48396
H80 -5.83436 2.03468 -0.96473
H81 -5.43709 1.56738 1.97710
H82 -6.80492 2.35902 1.10568
H83 -5.20743 3.02713 0.98465
H84 -4.01958 1.62836 -0.96449

***

B) Entry from the Open Molecules 2025 dataset: 14 unconnected molecules or ions with the total composition C28H84N4O14 (wB97M-V/def2-TZVPD).

For the HOMO energy, the calculation gives -9.078 eV. As for the net charge: 0. The LUMO energy comes out at 0.1 eV.

Atoms and positions in Å:
C1 -3.78644 -1.72816 0.11939
O1 -3.58846 -2.32826 1.30310
H1 -3.24212 -0.77309 0.04580
H2 -4.80923 -1.45133 0.01894
H3 -3.54312 -2.39146 -0.69089
H4 -2.74927 -2.27165 1.72095
C2 1.88657 -0.83345 -2.93918
O2 0.57603 -1.32768 -3.07046
H5 2.20117 -0.24195 -2.09199
H6 2.10087 -0.30203 -3.85051
H7 2.43758 -1.73375 -3.01593
H8 0.30578 -1.67258 -2.17714
C3 -0.36492 -0.50774 -0.47081
O3 0.13026 -1.85188 -0.35435
H9 -0.65542 -0.07274 0.51551
H10 -0.97195 -0.28767 -1.32567
H11 0.49179 0.05845 -0.69333
H12 -0.56667 -2.47359 -0.01739
C4 -2.34657 -3.23679 -2.95963
O4 -2.68317 -4.42044 -2.43743
H13 -1.89116 -2.55375 -2.30572
H14 -3.27841 -2.83003 -3.38256
H15 -1.71691 -3.31128 -3.88014
H16 -2.98252 -4.97070 -3.16564
C5 -0.90496 3.23832 -0.98342
O5 -0.32890 4.25107 -0.31394
H17 -1.95988 3.24733 -0.72628
H18 -0.60378 2.17039 -0.88766
H19 -0.82287 3.51758 -2.02074
H20 -0.07043 4.02895 0.57567
C6 -1.89516 0.93584 -3.94517
O6 -2.72967 -0.10540 -3.55409
N1 -2.23087 1.93100 -4.63400
N2 -0.63675 1.02724 -3.71160
H21 -3.23295 2.15707 -4.91371
H22 -1.55140 2.60827 -4.94067
H23 -0.13674 0.17796 -3.41623
H24 -0.07999 1.91400 -3.96803
C7 -0.49628 -4.83067 -0.04830
O7 -0.06658 -5.45849 -1.17488
N3 0.08894 -4.92370 1.11130
N4 -1.54864 -4.03486 -0.00210
H25 0.99020 -5.46948 1.23901
H26 -0.00814 -4.23423 1.86394
H27 -2.01182 -3.87018 -0.89969
H28 -2.11016 -4.01542 0.78973
C8 -2.45196 2.46644 2.29231
C9 -2.85133 1.11807 2.89570
C10 -3.27391 1.32257 4.33660
O8 -3.73071 0.39160 2.40702
H29 -2.15548 2.25392 1.24201
H30 -1.65368 2.89841 2.92592
H31 -3.33012 3.05888 2.24603
H32 -1.92538 0.54951 2.72413
H33 -2.91919 2.17026 4.84249
H34 -2.96258 0.45425 4.95229
H35 -4.32559 1.60906 4.30043
H36 -3.83062 -0.40857 2.88184
C11 -3.98871 1.62533 -0.97181
C12 -4.54967 2.25965 -2.23052
C13 -6.04337 2.49873 -1.98814
O9 -4.05723 3.28042 -2.72354
H37 -3.04780 1.06434 -1.15784
H38 -4.66263 0.86971 -0.54055
H39 -3.77153 2.44579 -0.25831
H40 -4.63497 1.40647 -2.95708
H41 -6.60281 1.61867 -1.70744
H42 -6.60269 2.88520 -2.79158
H43 -6.13475 3.16436 -1.14625
H44 -3.36861 3.01585 -3.30608
C14 4.26438 1.03572 0.37319
C15 4.85274 0.07269 1.30870
C16 3.91218 -0.40753 2.35997
O10 5.40278 -0.96960 0.83117
H45 4.03954 1.95919 0.85929
H46 3.31730 0.71049 -0.06858
H47 4.95044 1.27424 -0.43360
H48 5.65847 0.54686 1.80543
H49 4.39163 -1.18761 2.85825
H50 2.90271 -0.70229 1.93049
H51 3.86245 0.39775 3.04704
H52 4.66368 -1.48046 0.49419
C17 1.98755 2.39138 -2.11155
C18 2.54396 3.73866 -2.15799
C19 4.04174 3.74311 -1.89942
O11 2.34165 4.31313 -3.28516
H53 2.69051 1.63668 -2.39832
H54 1.16456 2.28867 -2.71837
H55 1.76543 2.20360 -1.03119
H56 1.99625 4.25031 -1.29008
H57 4.32056 3.24258 -0.93628
H58 4.28531 4.74745 -1.94325
H59 4.51986 3.04969 -2.59648
H60 2.22383 5.26551 -3.14083
C20 2.44353 -4.04092 -1.56116
C21 3.08592 -3.41432 -0.28437
C22 4.50901 -3.80915 -0.12486
O12 3.01861 -2.16280 -0.13649
H61 3.00897 -3.89690 -2.46913
H62 1.51035 -3.49954 -1.66728
H63 2.39011 -5.11617 -1.56263
H64 2.52426 -3.72427 0.61015
H65 5.11661 -3.39436 -0.94103
H66 4.64038 -4.88606 0.09192
H67 5.03650 -3.55408 0.86520
H68 2.10935 -1.98324 -0.15864
C23 -0.01304 -3.33337 4.53228
C24 -0.40648 -2.27680 3.57735
C25 0.86733 -1.70356 2.81552
O13 -1.20670 -2.69023 2.69093
H69 -0.71694 -3.37539 5.45563
H70 0.97259 -3.12198 4.76606
H71 -0.10737 -4.28245 4.11700
H72 -0.83424 -1.54253 4.25702
H73 1.41564 -2.53724 2.27012
H74 1.61568 -1.33334 3.54374
H75 0.54262 -0.98615 2.03015
H76 -1.79702 -3.29674 3.18226
C26 0.95812 1.78815 2.08636
C27 1.21061 3.20628 2.65010
C28 2.55936 3.77436 2.17135
O14 0.40179 4.11361 2.27240
H77 1.38083 1.75958 1.07160
H78 -0.07401 1.53471 2.21107
H79 1.58554 0.95909 2.50614
H80 1.26695 3.27883 3.73610
H81 2.58547 3.89071 1.11886
H82 3.35000 3.19690 2.50750
H83 2.60234 4.69469 2.58635
H84 0.61618 4.87649 2.72413

***

Which of them is the most stable? Correct choice: A).

***

A) Entry from the Open Molecules 2025 dataset: C2H5N3O2S in the gas phase (wB97M-V/def2-TZVPD).

As for the SMILES: [H]/N=C(/NS)NOC=O. For the HOMO energy, the calculation gives -9.323 eV. As for the net charge: 0. The LUMO energy comes out at 0.3 eV.

Atoms and positions in Å:
H1 -0.51658 1.39377 -0.05825
N1 0.53926 1.27712 -0.40657
C1 0.59209 0.09958 0.03853
N2 1.76390 -0.71336 0.10860
S1 3.24082 -0.10790 -0.42624
N3 -0.52053 -0.52462 0.56891
O1 -1.64110 0.35334 0.61898
C2 -2.53267 0.17525 -0.31087
O2 -2.48811 -0.88842 -0.90213
H2 1.78277 -1.47205 0.87584
H3 3.91103 0.45157 0.77004
H4 -0.92223 -1.19801 -0.06045
H5 -3.20864 1.15372 -0.81639

***

B) Entry from the Open Molecules 2025 dataset: C2H5N3O2S in the gas phase (wB97M-V/def2-TZVPD).

As for the SMILES: NC(=O)N(O)C(N)=S. For the HOMO energy, the calculation gives -9.008 eV. As for the net charge: 0. The LUMO energy comes out at 0.7 eV.

Atoms and positions in Å:
N1 -0.53882 -1.99201 -0.90490
C1 -0.14799 -1.13107 0.06928
O1 0.13154 -1.47168 1.20802
N2 -0.07057 0.20048 -0.35794
O2 -0.42031 0.40890 -1.68600
C2 0.29605 1.29279 0.38501
N3 0.63319 1.07242 1.67129
S1 0.31809 2.82212 -0.32870
H1 -0.79046 -1.63391 -1.84774
H2 -0.62462 -2.95739 -0.63472
H3 -0.30368 1.38515 -1.79941
H4 0.59511 0.13343 2.01456
H5 0.92247 1.87078 2.21124

***

Which of them is the most stable? Correct choice: B).

***

A) Entry from the Open Molecules 2025 dataset: C5H7N in the gas phase (wB97M-V/def2-TZVPD).

For the HOMO energy, the calculation gives -7.365 eV. As for the net charge: 0. The LUMO energy comes out at 0.9 eV.

Atoms and positions in Å:
C1 1.55796 0.41183 -0.21706
C2 0.69254 -0.63620 -0.86317
N1 -0.06086 -1.45406 0.28667
C3 -0.76675 -0.51394 -0.61651
C4 -1.37690 0.61301 0.08039
C5 -1.84324 1.61643 0.55921
H1 1.12992 0.93396 0.65972
H2 2.51230 -0.04064 0.07888
H3 1.79025 1.17081 -0.97102
H4 0.08818 -2.41694 0.05659
H5 0.00014 -1.18828 1.27012
H6 -1.45836 -0.99667 -1.30770
H7 -2.26520 2.50069 0.98387

***

B) Entry from the Open Molecules 2025 dataset: C5H7N in the gas phase (wB97M-V/def2-TZVPD).

As for the SMILES: N#CCC1CC1. For the HOMO energy, the calculation gives -9.987 eV. As for the net charge: 0. The LUMO energy comes out at 1.0 eV.

Atoms and positions in Å:
N1 2.27338 1.22169 1.32360
C1 2.00917 0.56737 0.40054
C2 1.23026 -0.18030 -0.57108
C3 -0.04101 0.20198 0.27374
C4 -1.13392 -0.82854 0.41970
C5 -1.35482 0.37145 -0.45455
H1 1.48659 -1.25248 -0.61699
H2 1.28537 0.24557 -1.58650
H3 0.50813 0.89315 1.16593
H4 -1.64351 -0.88413 1.37493
H5 -1.04193 -1.79233 -0.08642
H6 -1.40360 0.18179 -1.53059
H7 -2.02711 1.15487 -0.12369

***

Which of them is the most stable? Correct choice: B).

***

A) Entry from the Open Molecules 2025 dataset: 2 unconnected molecules or ions with the total composition C3H3O2 (wB97M-V/def2-TZVPD).

For the HOMO energy, the calculation gives -15.417 eV. As for the net charge: +1. The LUMO energy comes out at -5.9 eV.

Atoms and positions in Å:
C1 1.42877 -0.37774 -0.30535
C2 -0.77783 -0.97145 0.33983
C3 -1.03835 0.25644 0.18060
O1 2.07843 0.43513 0.11819
O2 -1.15423 1.40788 -0.29923
H1 1.25989 -1.11753 -1.05794
H2 -0.73608 -1.90525 0.74795
H3 -1.06060 2.27252 0.27595

***

B) Entry from the Open Molecules 2025 dataset: a gas-phase ion, C3H3O2 (charge +1) (wB97M-V/def2-TZVPD).

For the HOMO energy, the calculation gives -17.846 eV. As for the net charge: +1. The LUMO energy comes out at -6.8 eV.

Atoms and positions in Å:
C1 0.82792 0.09096 -0.03126
C2 -0.21906 1.07907 -0.01267
C3 0.21455 -1.11928 -0.07756
O1 -1.39527 0.60938 -0.00642
O2 -1.49144 -0.71320 -0.00826
H1 1.90256 0.10857 0.03633
H2 0.03483 2.18820 -0.03966
H3 0.12591 -2.24371 0.13950

***

Which of them is the most stable? Correct choice: A).

***

A) Entry from the Open Molecules 2025 dataset: 2 unconnected molecules or ions with the total composition H4O2 (wB97M-V/def2-TZVPD).

As for the SMILES: O.O. For the HOMO energy, the calculation gives -10.624 eV. As for the net charge: 0. The LUMO energy comes out at 0.4 eV.

Atoms and positions in Å:
O1 1.67399 0.19346 -0.01656
H1 2.00745 -0.49409 0.57715
H2 0.72006 -0.30845 -0.34123
O2 -1.11390 0.07225 0.14031
H3 -1.30105 1.01847 0.02118
H4 -1.98655 -0.48164 -0.38085

***

B) Entry from the Open Molecules 2025 dataset: 2 unconnected molecules or ions with the total composition H4O2 (wB97M-V/def2-TZVPD).

As for the SMILES: O.O. For the HOMO energy, the calculation gives -11.643 eV. As for the net charge: 0. The LUMO energy comes out at 1.1 eV.

Atoms and positions in Å:
O1 1.64829 -4.52679 1.34348
H1 2.16206 -4.21833 2.07271
H2 0.84024 -4.87218 1.78641
O2 -1.53336 4.62477 -1.41700
H3 -2.37996 4.66560 -1.85886
H4 -1.44805 3.68410 -1.26069

***

Which of them is the most stable? Correct choice: B).